*i*
47
Properties=species:S:1:pos:R:3 method="wB97M-V/def2-TZVPD" homo_lumo_gap_ev=8.61 e_homo_ev=-7.70 smiles=C[C@@H](CNC[C@@H]1CCCO1)COc1cccc2ccccc12 charge=0
O 1.392 -0.662 0.281
O -4.763 0.408 -1.442
N -2.731 -0.339 0.429
C -2.145 -1.477 1.109
C 6.046 -0.489 -1.445
C -4.712 0.957 -0.127
C -4.098 -0.076 0.825
C 4.419 2.178 0.566
C 4.632 0.975 -0.140
C -6.152 1.328 0.249
C -6.106 0.298 -1.875
C 3.214 2.420 1.158
C 2.168 1.488 1.085
C 5.007 -1.426 -1.529
C 0.145 -0.485 0.920
C 3.802 -1.175 -0.933
C -6.974 0.380 -0.621
C -0.710 -1.722 0.640
C -0.115 -2.954 1.317
C 5.862 0.684 -0.767
C 3.585 0.024 -0.226
C 2.337 0.305 0.407
H -6.336 1.129 -2.558
H 1.232 1.723 1.567
H -2.733 -2.402 0.963
H 2.994 -1.887 -0.992
H 5.222 2.898 0.627
H 6.659 1.411 -0.700
H -4.721 -0.989 0.814
H -2.144 -1.253 2.182
H -6.357 2.363 -0.025
H -4.091 0.322 1.846
H -7.054 -0.599 -0.149
H -0.678 -3.846 1.053
H -6.340 1.201 1.313
H -7.974 0.752 -0.834
H -0.371 0.401 0.530
H -0.136 -2.839 2.399
H 3.047 3.341 1.698
H -2.719 -0.492 -0.577
H 6.993 -0.701 -1.920
H -0.713 -1.879 -0.444
H 0.287 -0.368 2.003
H 0.916 -3.085 1.001
H -4.049 1.831 -0.152
H 5.165 -2.349 -2.069
H -6.215 -0.643 -2.419



*ii*
47
Properties=species:S:1:pos:R:3 method="wB97M-V/def2-TZVPD" homo_lumo_gap_ev=8.47 e_homo_ev=-7.92 smiles="CCCCCC[C@@H](C)OC(=O)Nc1cccc2ccccc12" charge=0
O -2.053 -1.343 -0.864
O -0.462 -2.750 -0.040
N -1.018 -0.773 0.979
C 0.650 1.507 -2.853
C -0.052 0.261 -2.318
C -0.489 -0.683 -3.438
C 0.222 0.596 2.559
C 0.952 2.532 -1.758
C -1.110 -1.738 0.018
C 0.491 -1.819 2.545
C 1.970 2.041 -0.736
C -2.734 -3.470 -1.857
C -0.098 -0.689 2.028
C -0.304 1.805 2.055
C 1.400 -1.729 3.605
C -2.214 -2.056 -2.101
C 0.046 3.012 2.595
C 1.714 -0.517 4.151
C 0.938 3.076 3.674
C 1.471 1.926 4.183
C -0.934 -2.062 -2.942
C 1.139 0.666 3.642
H 0.253 -2.780 2.123
H -0.134 -2.518 -2.358
H 0.012 1.976 -3.606
H 1.843 -2.635 3.989
H 2.898 1.759 -1.230
H 1.597 1.179 -0.187
H 1.582 1.218 -3.343
H -3.608 -3.438 -1.210
H -1.299 -0.222 -4.009
H 2.165 1.962 5.011
H -1.122 -2.701 -3.807
H 2.409 -0.444 4.974
H -0.927 0.573 -1.746
H 0.352 -0.830 -4.120
H -1.606 0.032 0.820
H -2.984 -1.464 -2.610
H 0.621 -0.276 -1.647
H 2.190 2.824 -0.014
H -0.985 1.798 1.215
H -3.011 -3.928 -2.802
H 1.335 3.441 -2.228
H 0.023 2.795 -1.245
H -0.362 3.925 2.188
H 1.201 4.036 4.092
H -1.965 -4.072 -1.380



Energetically preferred structure: *ii* | next structure: +0.0592 hartree



*i*
7
Properties=species:S:1:pos:R:3 method="wB97M-V/def2-TZVPD" homo_lumo_gap_ev=8.35 e_homo_ev=-8.82 charge=0
I 3.842 -0.505 -0.142
I -3.526 -1.214 -0.145
P -1.046 0.810 -0.589
C -1.742 -0.398 0.418
H 4.000 0.650 -1.174
H -0.177 1.392 0.373
H -1.351 -0.735 1.259



*ii*
7
Properties=species:S:1:pos:R:3 method="wB97M-V/def2-TZVPD" homo_lumo_gap_ev=7.52 e_homo_ev=-9.21 smiles=CP(I)I charge=0
I 0.216 3.015 0.284
I -2.655 0.336 -0.656
P -0.232 0.479 -1.069
C 0.510 -0.758 0.174
H 1.439 -0.244 0.715
H -0.239 -1.130 0.953
H 0.960 -1.698 -0.401



*iii*
7
Properties=species:S:1:pos:R:3 method="wB97M-V/def2-TZVPD" homo_lumo_gap_ev=7.67 e_homo_ev=-8.80 charge=0
I -0.206 -0.300 3.389
I -2.289 -1.275 0.497
P 0.942 0.102 -0.296
C -0.856 0.225 1.419
H 1.988 0.385 0.570
H 1.248 -1.266 -0.601
H -1.345 1.234 1.496



Energetically preferred structure: *ii* | next structure: +0.0744 hartree



*i*
14
Properties=species:S:1:pos:R:3 method="wB97M-V/def2-TZVPD" homo_lumo_gap_ev=10.08 e_homo_ev=-9.59 smiles="NCC(=O)NC(=O)O" charge=0
O 0.851 2.123 -1.443
O -0.773 -1.498 -0.528
O 0.469 0.042 -2.211
N 0.171 -0.637 2.723
N 0.014 0.580 -0.010
C -0.480 -0.639 0.321
C -0.868 -0.872 1.774
C 0.488 0.989 -1.330
H -0.068 -0.714 -1.890
H -1.760 -0.236 1.821
H 0.488 -1.423 3.247
H 0.867 0.085 2.659
H 0.120 1.289 0.700
H -1.223 -1.893 1.885



*ii*
14
Properties=species:S:1:pos:R:3 method="wB97M-V/def2-TZVPD" homo_lumo_gap_ev=9.69 e_homo_ev=-9.62 charge=0
O -0.807 1.429 1.163
O -0.981 -0.270 -0.589
O 1.374 0.600 1.601
N -0.024 -1.503 -2.116
N 1.382 -0.891 -0.330
C 0.315 -0.791 -0.883
C 0.507 1.508 1.302
C -1.187 -0.048 0.765
H -2.288 -0.108 0.858
H 0.854 -1.106 -2.845
H 1.164 -0.126 0.544
H -0.445 -0.582 1.469
H 0.834 2.644 1.598
H -0.697 -0.755 -2.537



Energetically preferred structure: *i* | next structure: +0.1753 hartree



*i*
9
Properties=species:S:1:pos:R:3 method="wB97M-V/def2-TZVPD" homo_lumo_gap_ev=11.56 e_homo_ev=-11.08 smiles=C#C[C@H](O)C#N charge=0
O 0.853 0.749 -1.291
N 0.548 1.897 1.962
C -0.824 -1.985 0.091
C -0.039 0.554 -0.226
C -0.422 -0.855 -0.004
C 0.366 1.246 1.025
H -0.942 1.103 -0.507
H 1.717 0.376 -1.075
H -1.200 -2.983 0.174



*ii*
9
Properties=species:S:1:pos:R:3 method="wB97M-V/def2-TZVPD" homo_lumo_gap_ev="8.85 / 8.85" e_homo_ev="-9.31 / -9.31" smiles="O=C[C@@H]1C2=N[C@H]21" charge=0
O -1.849 -1.033 -0.211
N 2.482 -0.280 -0.142
C 1.570 0.168 -1.011
C -1.190 -0.062 -0.542
C 0.231 0.163 -0.166
C 1.384 -0.905 0.344
H 0.076 0.956 0.618
H -1.594 0.999 -0.835
H 1.185 -1.963 0.235



Energetically preferred structure: *i* | next structure: +0.1089 hartree